[1]
DFT (the ωB97M-V functional and the def2-TZVPD basis) results for a 2-piece molecular cluster, C5H11P overall in a non-equilibrium geometry.

Properties
- Net charge: 0
- Energy above the lowest of the compared OMol25 structures with the same formula, charge and spin: 112.8 kcal/mol
- Frontier orbital gap (spin up / spin down): 8.497 / 8.366 eV
- LUMO energy (spin up / spin down): 0.36 / 0.44 eV
- E_tot: -14646.430 eV
- HOMO energy (spin up / spin down): -8.13 / -7.93 eV
- Strongest force on any atom: 5.6 eV/Å

```
17
Properties=species:S:1:pos:R:3:forces:R:3
C -0.0935 -0.8322 -1.3626 -3.3 -4.0 -1.9
C 0.6954 -0.9018 -0.1443 1.6 -0.7 1.6
C -0.6779 -0.4273 -0.0871 -0.8 3.6 1.1
C 1.9329 -0.0688 0.1796 1.0 -0.8 -1.7
C -0.5706 2.0293 0.0585 -2.5 -3.5 -2.3
P -2.2476 -0.5489 0.8251 1.4 1.1 1.3
H -0.0852 -0.0706 -2.0497 0.9 1.8 -1.5
H -0.5989 -1.7847 -1.9444 1.6 2.0 1.8
H 0.7706 -1.8615 0.3718 0.0 -0.3 -0.5
H 2.7985 -0.7563 0.3695 -0.6 0.5 -0.4
H 1.7273 0.3493 1.1290 0.0 1.2 0.8
H 2.2601 0.6485 -0.6559 -0.8 -0.8 1.5
H -0.8618 2.0883 -1.0499 0.8 0.3 1.9
H 0.4031 2.2187 0.4145 0.8 0.4 0.2
H -1.4434 2.0461 0.7124 0.5 0.5 0.0
H -1.6495 -0.2021 2.2160 -0.9 -0.7 -1.8
H -2.3596 -1.9260 1.0175 0.2 -0.6 0.2
```
Forces are in eV/Å.



[2]
DFT (the ωB97M-V functional and the def2-TZVPD basis) results for a 2-piece molecular cluster, C5H6NO3 overall in a non-equilibrium geometry.

Properties
- Net charge: -1
- Energy above the lowest of the compared OMol25 structures with the same formula, charge and spin: 177.3 kcal/mol
- Frontier orbital gap (spin up / spin down): 6.758 / 7.069 eV
- LUMO energy (spin up / spin down): 3.86 / 3.65 eV
- E_tot: -12908.081 eV
- HOMO energy (spin up / spin down): -2.90 / -3.42 eV
- Strongest force on any atom: 4.7 eV/Å

```
15
Properties=species:S:1:pos:R:3:forces:R:3
C -0.2957 -1.1350 0.4894 0.2 3.3 -0.2
C 2.0486 1.5436 -0.1516 -2.9 3.7 -0.5
C -0.4563 -2.3660 0.5941 0.1 -0.4 0.7
C -1.0560 0.6821 -1.1029 -0.2 1.4 2.9
C -1.2428 0.0331 0.3469 0.1 -0.7 -1.8
N 2.1927 -0.3240 1.3775 -1.1 -2.0 1.9
O 2.2702 2.0890 -1.1933 0.9 -0.2 -1.0
O -0.4353 -3.4933 0.8868 -0.2 -2.6 0.0
O 2.4170 0.6412 0.5447 2.9 -1.2 -0.4
H -1.7936 1.4811 -1.1179 -0.6 -0.1 -0.8
H -1.0735 -0.0344 -1.8715 -0.7 -1.0 -0.9
H -0.1390 1.2294 -1.2514 0.6 -0.1 0.4
H -2.3316 -0.2748 0.3803 1.1 0.3 0.3
H -0.9933 0.7057 1.1834 -0.4 0.2 -0.6
H 0.8886 -0.7776 0.8855 0.2 -0.6 0.0
```
Forces are in eV/Å.



[3]
DFT (the ωB97M-V functional and the def2-TZVPD basis) results for C20H35N3O4RuSSi2Te as an isolated structure in a non-equilibrium geometry.

Properties
- Net charge: +2
- Energy above the lowest of the compared OMol25 structures with the same formula, charge and spin: 18.8 kcal/mol
- ⟨S²⟩: 6.009
- 2S+1: 5
- Frontier orbital gap (spin up / spin down): 8.403 / 6.014 eV
- LUMO energy (spin up / spin down): -6.30 / -8.85 eV
- E_tot: -70414.222 eV
- HOMO energy (spin up / spin down): -14.70 / -14.87 eV
- Strongest force on any atom: 1.4 eV/Å

```
67
Properties=species:S:1:pos:R:3:forces:R:3
Ru -0.1532 1.4043 1.3462 -0.1 -1.3 0.4
C 2.8171 0.5840 -0.3916 -0.1 -0.2 0.0
Si 2.2997 1.5854 1.0733 0.8 0.4 0.3
C 2.6856 0.8602 2.7495 -0.1 -0.2 -0.1
C 2.6229 3.4018 0.9332 -0.1 0.2 -0.1
C 3.9423 3.8607 0.8970 -0.1 0.0 0.0
C 4.2092 5.2176 0.7825 0.0 0.0 0.0
C 3.1648 6.1281 0.6985 0.0 0.0 0.0
C 1.8489 5.6881 0.7413 0.0 -0.1 0.0
C 1.5615 4.3246 0.8530 0.1 -0.1 0.0
Si -0.2382 3.8214 0.9093 0.2 0.8 -0.6
C -1.1143 4.6694 2.3153 -0.2 -0.2 0.1
C -1.1021 3.9250 -0.7390 -0.1 0.1 0.0
H 3.8739 0.8007 -0.5874 0.0 0.0 0.0
H 2.2542 0.8533 -1.2868 0.1 0.0 0.0
H 2.7121 -0.4858 -0.2031 0.0 0.0 0.0
H 3.5609 1.3705 3.1617 0.0 0.0 0.0
H 2.9011 -0.2080 2.6825 0.0 0.0 0.0
H 1.8705 1.0079 3.4658 0.1 0.0 0.1
H 4.7731 3.1645 0.9647 0.0 0.0 0.0
H 5.2339 5.5652 0.7596 0.0 0.0 0.0
H 3.3740 7.1854 0.6007 0.0 0.0 0.0
H 1.0480 6.4191 0.6799 0.0 0.0 0.0
H -0.8305 5.7266 2.3196 0.0 0.0 0.0
H -0.8202 4.2514 3.2802 0.0 0.1 0.0
H -2.2011 4.6174 2.2288 0.0 0.1 0.0
H -0.8866 4.9071 -1.1749 0.0 0.0 0.0
H -2.1858 3.8297 -0.6507 0.0 0.0 0.0
H -0.7379 3.1757 -1.4448 0.0 0.0 0.0
C -3.9104 2.2485 1.3225 0.1 0.0 -0.1
Te -2.5021 1.4420 2.7015 -0.6 0.2 0.7
C -3.1805 -0.5569 2.4311 0.1 0.0 0.0
H -3.7686 1.8137 0.3378 0.0 0.0 0.0
H -3.7929 3.3276 1.2913 0.0 0.0 0.0
H -4.8939 2.0012 1.7147 0.0 0.0 0.0
H -4.2091 -0.5840 2.7832 0.0 0.0 0.0
H -2.5659 -1.2170 3.0380 0.0 0.0 0.0
H -3.1283 -0.8330 1.3814 0.0 0.0 0.0
C -1.4702 -5.7965 -5.2310 0.0 0.0 0.0
C -0.9994 -4.7057 -4.2688 0.0 -0.2 0.1
S -0.1787 -5.4901 -2.8959 0.0 -0.1 0.0
O 1.0308 -6.0960 -3.3660 0.0 0.0 0.0
O -1.1588 -6.2362 -2.1492 0.1 0.0 0.0
C 0.3230 -4.1297 -1.8195 -0.1 0.0 -0.1
C -0.8491 -3.6796 -0.9608 0.1 0.0 0.0
N -0.4379 -2.7014 0.0743 -0.1 -0.2 0.0
C -0.4682 -1.3723 -0.0637 0.2 0.1 0.2
N -0.0679 -0.7722 1.0749 -0.3 0.1 -0.9
C 0.2178 -1.7750 1.9724 0.0 0.3 0.2
C -0.0074 -2.9536 1.3604 0.0 -0.2 -0.1
N 0.1980 -4.2719 1.9274 0.0 0.0 -0.1
O 0.2402 -4.3150 3.1331 0.0 0.0 0.1
O 0.3314 -5.1924 1.1525 0.0 0.0 0.0
C -0.8906 -0.6762 -1.3074 0.0 -0.1 0.0
H -2.0081 -5.3485 -6.0643 0.0 0.0 0.0
H -2.1372 -6.4935 -4.7257 0.0 0.0 0.0
H -0.6210 -6.3524 -5.6243 0.0 0.0 0.0
H -1.8376 -4.1445 -3.8488 0.0 0.0 -0.1
H -0.2682 -4.0366 -4.7250 -0.1 0.0 0.0
H 0.7392 -3.3484 -2.4581 0.0 0.0 0.1
H 1.1103 -4.5695 -1.2069 0.0 0.0 0.0
H -1.2759 -4.5472 -0.4706 0.0 0.0 0.1
H -1.6328 -3.2114 -1.5532 0.0 0.1 0.0
H 0.5740 -1.6102 2.9766 0.0 0.0 0.0
H -1.9414 -0.8591 -1.5365 0.0 0.0 0.0
H -0.3013 -1.0035 -2.1647 0.0 0.0 0.0
H -0.7448 0.3952 -1.1970 0.0 0.2 0.0
```
Forces are in eV/Å.



[4]
DFT (the ωB97M-V functional and the def2-TZVPD basis) results for a 2-piece molecular cluster, C3H2F4OS overall in a non-equilibrium geometry.

Properties
- Net charge: 0
- Energy above the lowest of the compared OMol25 structures with the same formula, charge and spin: 0.0 kcal/mol
- Frontier orbital gap (spin up / spin down): 5.507 / 10.384 eV
- LUMO energy (spin up / spin down): -3.06 / 0.15 eV
- E_tot: -26891.429 eV
- HOMO energy (spin up / spin down): -8.56 / -10.24 eV
- Strongest force on any atom: 4.4 eV/Å

```
11
Properties=species:S:1:pos:R:3:forces:R:3
C 0.4683 2.4762 -0.9335 -2.2 2.6 -2.8
C -1.5715 -2.5672 1.5957 0.9 2.7 -0.6
C -0.6217 -1.6613 2.3936 -3.2 0.1 -2.4
O -0.2352 2.6194 -1.9188 0.3 -0.8 0.5
F -2.8965 -2.3877 1.8586 1.3 0.0 -0.3
F -1.2352 -2.2496 0.2533 -1.1 -0.3 1.4
F 0.5545 -1.6242 1.8636 1.8 0.1 0.5
F -0.7839 -1.3362 3.6298 0.4 -0.1 1.3
S 1.3028 1.3018 -0.2078 1.4 -2.3 1.4
H 0.6574 3.4234 -0.4149 0.4 0.4 1.0
H -1.2574 -3.5462 1.7100 -0.1 -2.5 0.2
```
Forces are in eV/Å.



[5]
DFT (the ωB97M-V functional and the def2-TZVPD basis) results for C18H22IN3O5STl as an isolated structure in a non-equilibrium geometry.

Properties
- Net charge: +3
- Frontier orbital gap: 4.083 eV
- LUMO energy: -13.67 eV
- E_tot: -57324.108 eV
- HOMO energy: -17.75 eV
- Strongest force on any atom: 8.1 eV/Å

```
51
Properties=species:S:1:pos:R:3:forces:R:3
C 3.8634 -2.4263 0.2665 -0.4 -0.5 -0.5
C 2.6766 -2.5354 1.2760 2.0 1.8 0.6
O 2.6343 -1.7425 2.1819 -0.7 -1.0 -0.7
O 1.6512 -3.5313 1.2504 -1.3 0.9 -1.1
C 0.8739 -3.4669 0.1067 0.6 -0.8 -1.2
O 1.3165 -3.6872 -0.9920 -0.4 0.5 0.9
C -0.6913 -3.1451 0.1564 0.4 -0.2 0.4
C -0.9291 -2.0200 -0.8879 -0.5 2.4 -0.1
C -0.6083 -0.5975 -0.6573 -0.7 -1.6 -0.7
C -0.0158 -0.1279 0.7436 0.1 -1.4 -0.7
C -1.0276 -0.4648 1.9286 -0.4 -0.1 -0.5
C -1.6494 0.8052 2.6564 -1.2 -1.0 -1.3
I -3.7230 1.1188 1.9982 0.8 0.2 0.3
C -0.8366 0.4266 -1.7720 -0.5 -0.6 -1.2
C -0.5103 1.9292 -1.6907 -0.4 -0.7 -0.5
C -1.1460 2.6658 -0.4360 -0.3 1.2 0.4
C -0.2097 3.8024 0.1544 0.7 -0.4 -0.3
C 1.2120 3.2926 0.6114 0.7 1.1 -0.5
O 1.3369 3.1942 2.0594 0.8 0.1 -0.7
C 2.5767 3.7049 2.5076 1.0 0.9 0.9
O 2.7242 4.1306 3.6103 -0.9 -0.9 -0.6
C -1.4368 -0.0694 -3.0806 -0.8 -0.8 -1.4
N -1.7424 0.7177 -4.1745 -0.2 -2.1 1.0
S -2.4236 -0.2367 -5.3516 0.8 -0.2 1.8
N -2.3862 -1.7572 -4.6038 1.5 2.3 2.5
C -1.8286 -1.4899 -3.3910 1.4 0.9 1.0
C -1.5361 -2.4745 -2.2529 -0.3 -1.3 -1.1
N -1.8374 -3.7952 -2.5033 -0.5 3.8 0.3
H 4.7311 -3.0122 0.6932 -1.0 0.7 -0.4
H 3.6465 -2.8104 -0.7621 0.1 0.1 1.1
H 4.1445 -1.3381 0.1664 -0.3 -1.2 0.5
H -1.1870 -4.1158 -0.1447 0.6 1.1 0.2
H -1.0600 -2.9189 1.1881 0.4 0.1 -1.0
H 0.3412 0.9303 0.7258 -0.5 -1.1 0.0
H 0.8958 -0.7783 0.8989 -0.8 0.8 -0.1
H -1.8964 -1.0190 1.4651 0.9 0.7 0.8
H -0.5544 -1.2090 2.6415 -0.3 1.1 -0.6
H -1.0102 1.7630 2.5971 -1.2 -1.1 -0.7
H -1.7626 0.5383 3.7885 -3.4 -1.0 -4.1
H 0.6224 2.0317 -1.7646 -1.0 -0.3 0.4
H -0.9024 2.4393 -2.6217 0.5 -0.8 0.9
H -1.4891 1.9794 0.3778 0.3 0.5 -1.0
H -2.0664 3.2028 -0.8188 0.9 -0.9 0.4
H -0.6713 4.3395 1.0285 0.2 -0.6 -0.9
H -0.0306 4.5742 -0.6537 -0.3 -0.8 0.9
H 1.5465 2.3246 0.1377 -0.4 0.9 0.4
H 1.9592 4.0775 0.2859 -0.8 -1.0 0.2
H 3.4846 3.7724 1.8281 -1.4 -0.5 -0.2
H -2.5837 -4.1563 -1.8934 1.0 -0.9 0.3
H -2.0195 -3.9621 -3.5012 -0.2 -0.1 0.3
Tl -0.4653 1.1268 4.6233 5.5 2.0 5.6
```
Forces are in eV/Å.



[6]
DFT (the ωB97M-V functional and the def2-TZVPD basis) results for C23H29N3O2 as an isolated structure in a non-equilibrium geometry.

Properties
- Net charge: 0
- Energy above the lowest of the compared OMol25 structures with the same formula, charge and spin: 572.5 kcal/mol
- Frontier orbital gap: 7.407 eV
- LUMO energy: 0.08 eV
- E_tot: -32864.529 eV
- HOMO energy: -7.32 eV
- Strongest force on any atom: 19.9 eV/Å

```
57
Properties=species:S:1:pos:R:3:forces:R:3
C 4.6451 -3.5347 -3.3726 -2.2 0.6 -2.3
O 3.2602 -3.8664 -3.0057 1.5 -0.5 -0.2
C 3.0401 -4.0733 -1.5799 4.2 4.0 -2.4
C 1.7274 -4.5173 -1.3739 -3.6 -1.7 -0.6
N 0.7608 -3.3863 -1.8008 6.3 -4.3 4.0
C -0.4188 -3.9924 -2.0930 -5.2 -1.7 -0.7
C -1.0820 -2.8587 -2.6932 -10.2 0.7 1.0
H -2.3102 -3.2616 -3.2400 3.2 0.8 1.6
H -0.7649 -2.4340 -3.5535 2.0 1.4 -2.3
H -1.5815 -2.0481 -1.9715 1.6 -1.6 -1.4
C -1.4290 -4.8607 -0.8809 -8.2 13.5 -7.6
H -1.7012 -4.0914 -0.2578 -0.3 1.6 2.1
H -0.7869 -5.3366 -0.6426 13.3 -11.9 6.2
H -2.3078 -5.1293 -1.2890 -2.4 -1.9 -1.8
H -0.4170 -4.7367 -2.9379 1.1 0.4 1.0
C 0.9359 -2.4877 -0.6569 -6.9 4.9 -2.7
C 1.2372 -1.0298 -1.4052 0.0 -11.0 2.8
C 1.8867 -1.0482 -2.5838 -5.1 8.0 6.3
N 1.6669 0.2671 -2.8481 7.9 -1.1 -10.0
N 1.2853 0.9358 -1.9103 -1.7 9.8 -1.7
C 0.7406 0.1535 -1.1417 -1.9 -1.9 9.5
C 0.1488 0.5028 0.1773 -4.2 8.4 -4.5
C 0.0325 -0.0642 1.4168 3.3 -1.9 -1.9
C -0.5518 0.4216 2.4987 -5.3 2.6 0.5
C -1.6992 1.5912 2.1526 5.9 -1.8 3.6
C -1.5063 2.3798 1.0677 6.3 -9.1 -3.0
C -0.6206 1.9733 -0.1162 2.2 -9.8 17.2
H -0.8535 2.2550 -0.9218 -2.4 4.4 -11.7
H -1.9173 3.1812 0.9068 -4.8 8.4 -1.1
O -2.1360 2.1164 3.3674 -0.8 -3.8 -0.6
C -2.5170 3.3397 3.5791 1.2 4.2 -0.4
C -1.5451 4.4072 3.1556 -0.5 -1.6 2.9
C -1.7766 5.6997 3.6539 3.8 -3.3 -3.8
C -2.8814 6.1218 4.1416 -6.2 -3.6 2.8
C -3.8125 5.0767 4.4800 -0.9 -1.9 1.7
C -3.7102 3.6204 4.3344 7.1 7.2 -3.3
H -4.4497 2.9908 4.3224 -4.0 -3.5 0.9
H -4.6143 5.2568 5.2080 -0.2 0.9 -0.8
H -3.1583 7.0276 4.5019 -0.2 2.8 0.7
H -0.9823 6.2907 3.4349 2.2 2.3 -0.3
H -0.4228 4.2223 2.9219 -2.4 -0.3 -0.1
H -0.4795 -0.1531 3.4679 -0.5 1.2 -1.1
H 0.7456 -0.8960 1.4190 -0.4 -0.3 1.0
C 2.5250 0.9246 -4.1432 -8.5 -3.2 3.9
H 2.1799 1.8274 -4.1009 -1.3 5.8 0.6
H 3.4446 0.8401 -4.0422 8.3 -1.2 0.9
H 2.0174 0.5894 -4.9540 -0.7 -2.0 -2.6
H 2.2448 -1.6189 -3.1905 3.9 -6.8 -6.6
H -0.3040 -2.3676 -0.1942 3.9 -0.2 -0.7
H 1.6016 -2.7871 0.0784 1.1 -0.5 1.2
H 1.6684 -4.9396 -0.3195 -0.6 0.9 -0.8
H 1.4592 -5.4404 -2.0210 0.8 1.5 0.7
H 3.7072 -4.7749 -1.2517 2.0 -2.2 0.9
H 3.4854 -3.0763 -1.1261 -1.6 -1.5 -0.1
H 5.4422 -4.1693 -3.0339 0.0 -1.5 -0.2
H 4.9311 -2.6503 -2.8047 -0.2 1.0 -0.6
H 4.6024 -3.4394 -4.6335 0.4 0.0 3.9
```
Forces are in eV/Å.